# 1
Computed, not measured: GdHO2S as an isolated structure in a non-equilibrium geometry, with ωB97M-V/def2-TZVPD.

Values from the calculation:
* multiplicity: 8
* net charge: +2
* ⟨S²⟩: 16.5445
* LUMO energy (alpha / beta): -13.785 / -11.467 eV
* highest occupied orbital energy (alpha / beta): -19.07 / -17.51 eV

Each line ends with the Löwdin charge.
Atoms and positions in Å:
1 S -0.8297 -0.6307 -1.0051  1.11
2 O -0.6215 -0.2256 0.5723  -0.74
3 Gd 1.2061 1.2393 0.6110  2.03
4 O 0.1616 0.3673 -1.6470  -0.60
5 H 0.0835 -0.7502 1.4688  0.20

=====

# 2
Computed, not measured: a 4-piece molecular cluster, C4H15NO4S overall in a non-equilibrium geometry, with ωB97M-V/def2-TZVPD.

Values from the calculation:
* multiplicity: 1
* SMILES string: CC(=O)NCCS.O.O.O
* ΔE to the lowest compared entry with this formula, charge and spin: 136.0 kJ/mol
* LUMO energy: 0.468 eV
* highest occupied orbital energy: -9.11 eV

Each line ends with the Löwdin charge.
Atoms and positions in Å:
1 C 1.5132 2.5940 -0.2327  -0.02
2 C 0.3745 1.7068 0.1196  -0.59
3 O -0.7301 2.1079 0.1322  0.08
4 N 0.7022 0.3447 0.4427  0.04
5 C -0.3440 -0.5724 0.9934  -0.24
6 C 0.0887 -0.8349 2.5067  -0.60
7 S -1.2682 -1.2829 3.5639  0.69
8 H 1.1229 3.1883 -1.0707  0.08
9 H 1.5396 3.2944 0.5854  0.08
10 H 2.4566 2.1098 -0.6736  0.11
11 H 1.5632 -0.0457 0.1054  0.12
12 H -1.3316 -0.0812 1.1478  0.10
13 H -0.5548 -1.5330 0.3973  0.10
14 H 0.4747 0.1455 2.9950  0.09
15 H 0.9505 -1.5404 2.4812  0.08
16 H -1.5907 -0.0577 3.9492  -0.15
17 O 0.7388 -2.0201 -1.7985  -0.13
18 H 0.6654 -1.0178 -1.6244  0.02
19 H -0.2315 -2.2743 -1.8523  0.00
20 O -1.8420 -2.5940 -1.3530  0.01
21 H -1.7232 -1.7551 -0.8824  0.04
22 H -2.5546 -2.8925 -0.9337  -0.01
23 O 0.1802 1.0056 -2.6870  0.01
24 H 0.4939 0.7705 -3.5563  0.06
25 H -0.6936 1.2344 -2.7551  0.01

=====

Number 1: energy -1313.91732 hartree. Number 2: energy -915.26857 hartree.